Entry 1:
A structure of composition C38H46Cl6N6O4V2 in a non-equilibrium geometry. Source: OMol25; level of theory: ωB97M-V/def2-TZVPD.

Cartesian coordinates (Å):
1 O -2.3869 -0.1054 3.1876
2 V -1.4173 -1.1391 2.4495
3 O 0.5575 2.2813 3.6023
4 V 1.4865 1.1559 2.8700
5 C 1.5810 -0.7342 6.1603
6 C 0.2767 -0.8723 5.3379
7 C -0.9064 -0.1807 6.0424
8 O 0.3523 -0.5679 3.9204
9 H 1.3467 -0.9954 7.1923
10 H 2.0747 0.2375 6.1639
11 H 2.2340 -1.5361 5.8156
12 H 0.0786 -1.9441 5.3405
13 H -0.6156 0.8651 6.1413
14 H -1.0125 -0.6733 7.0090
15 H -1.8440 -0.3031 5.5002
16 C -1.6404 2.3901 0.4330
17 C -0.7728 1.1491 0.2023
18 C 0.3352 1.3382 -0.8546
19 O -0.2857 0.6715 1.4075
20 H -2.5363 2.1852 1.0191
21 H -1.9292 2.7788 -0.5435
22 H -1.1789 3.2978 0.8216
23 H -1.4536 0.3382 -0.0568
24 H 0.9113 0.4669 -1.1664
25 H 0.9740 2.2214 -0.8449
26 H -0.2302 1.4527 -1.7794
27 N 2.3530 2.5444 1.3808
28 C 1.9558 3.8444 1.1698
29 C 2.2611 4.6256 0.0234
30 C 3.2363 4.2213 -0.8872
31 C 3.7979 2.9864 -0.6208
32 C 3.2377 2.1634 0.3309
33 H 1.2308 4.3025 1.8263
34 H 1.7635 5.5759 -0.1015
35 H 3.5403 4.8845 -1.6836
36 H 4.5377 2.5444 -1.2717
37 H 3.7050 1.1950 0.4322
38 N -3.2127 -1.6892 1.1481
39 C -4.1015 -0.7403 0.7512
40 C -5.4202 -1.1015 0.2197
41 C -5.8013 -2.4221 0.1081
42 C -4.8237 -3.3829 0.3598
43 C -3.6215 -2.9827 0.8610
44 H -3.9909 0.2680 1.1221
45 H -6.2312 -0.4216 0.0044
46 H -6.8119 -2.6392 -0.2047
47 H -4.9436 -4.4385 0.1654
48 H -3.0005 -3.8367 1.0879
49 N -2.9035 -1.2485 -2.3366
50 C -3.6429 -2.2433 -2.9342
51 C -4.6962 -1.9663 -3.7951
52 C -4.9556 -0.6604 -4.1534
53 C -4.1700 0.3689 -3.5721
54 C -3.1832 0.0244 -2.6352
55 H -3.3685 -3.2753 -2.7729
56 H -5.2784 -2.8093 -4.1368
57 H -5.7841 -0.4160 -4.8017
58 H -4.3520 1.4063 -3.8111
59 H -2.5912 0.8475 -2.2631
60 N 2.8275 -0.6601 2.0861
61 C 2.6106 -1.2430 0.8575
62 C 3.4658 -2.1957 0.3187
63 C 4.4974 -2.7371 1.0318
64 C 4.6815 -2.2394 2.3054
65 C 3.9072 -1.1555 2.7833
66 H 1.8800 -0.7822 0.2093
67 H 3.2927 -2.4319 -0.7208
68 H 5.1967 -3.4751 0.6675
69 H 5.5438 -2.5152 2.8944
70 H 4.2389 -0.8227 3.7558
71 N 5.0884 1.6374 -4.9409
72 C 3.9806 1.7594 -4.1611
73 C 3.2620 0.6703 -3.6202
74 C 3.6979 -0.6456 -3.9111
75 C 4.8811 -0.7575 -4.6354
76 C 5.5279 0.3576 -5.1948
77 H 3.8731 2.7644 -3.7806
78 H 2.5121 0.8960 -2.8764
79 H 3.3536 -1.4528 -3.2816
80 H 5.3763 -1.7163 -4.6786
81 H 6.2860 0.2343 -5.9540
82 N -0.3462 -2.5606 1.1340
83 C 0.2729 -3.5800 1.7383
84 C 0.9175 -4.6488 1.0143
85 C 1.0219 -4.6502 -0.3197
86 C 0.3144 -3.6636 -0.9624
87 C -0.3658 -2.6740 -0.2346
88 H 0.2623 -3.6012 2.8181
89 H 1.4179 -5.4417 1.5505
90 H 1.4201 -5.4747 -0.8926
91 H 0.3357 -3.7335 -2.0400
92 H -0.9640 -1.9954 -0.8245
93 C 0.6498 4.3153 -4.3883
94 Cl 1.2262 2.7642 -4.8954
95 Cl 2.0803 5.2891 -4.2136
96 Cl -0.2278 4.0670 -2.7862
97 H 0.0327 4.7851 -5.1542
98 C -5.2294 3.6529 1.0210
99 Cl -6.4459 4.8628 0.6119
100 Cl -5.0104 2.6663 -0.4269
101 Cl -5.7857 2.6653 2.4691
102 H -4.2908 4.1593 1.2461

Calculated values
Frontier orbital gap (spin up / spin down) ... 6.659 / 7.126 eV
2S+1 ... 3
Charge ... +2
LUMO energy (spin up / spin down) ... -6.461 / -5.995 eV
E_tot ... -6753.67785 Eh
HOMO energy (spin up / spin down) ... -13.1 / -13.1 eV

---

Entry 2:
A structure of composition C38H46F3Ge2OSSbSeSiY. Source: OMol25; level of theory: ωB97M-V/def2-TZVPD.

Cartesian coordinates (Å):
1 Y -0.4936 -0.4344 -0.7033
2 F 8.2779 -2.7312 -0.6062
3 C 7.0738 -2.1702 -0.6991
4 C 6.9309 -1.0270 -1.4678
5 C 5.6767 -0.4464 -1.5592
6 C 4.5897 -1.0089 -0.8866
7 C 4.7661 -2.1614 -0.1275
8 C 6.0162 -2.7523 -0.0246
9 Sb 2.6892 -0.1403 -1.0719
10 C 3.2213 1.9056 -1.0617
11 C 4.0391 2.3669 -0.0299
12 C 4.3696 3.7113 0.0684
13 C 3.8777 4.5833 -0.8858
14 F 4.1913 5.8775 -0.8013
15 C 3.0809 4.1584 -1.9344
16 C 2.7536 2.8104 -2.0114
17 C 2.0294 -0.4620 -3.0636
18 C 1.0402 -1.4445 -3.1878
19 C 0.4797 -1.7809 -4.4148
20 C 0.9450 -1.1108 -5.5302
21 F 0.4293 -1.4118 -6.7191
22 C 1.9355 -0.1433 -5.4573
23 C 2.4727 0.1797 -4.2206
24 H 7.7927 -0.6148 -1.9755
25 H 5.5623 0.4568 -2.1496
26 H 3.9289 -2.6091 0.3869
27 H 6.1812 -3.6485 0.5585
28 H 4.4412 1.6809 0.7084
29 H 5.0066 4.0879 0.8579
30 H 2.7506 4.8708 -2.6802
31 H 2.1439 2.4715 -2.8409
32 H 0.7460 -2.0502 -2.3193
33 H -0.2715 -2.5519 -4.5213
34 H 2.2723 0.3358 -6.3676
35 H 3.2481 0.9347 -4.1687
36 C -5.9923 -1.4528 0.0348
37 Si -4.9356 -1.9544 -1.4169
38 C -4.4613 -3.7578 -1.4174
39 C -5.5279 -1.3146 -3.0644
40 Se -2.9521 -0.8261 -1.0415
41 H -6.9680 -1.9441 0.0216
42 H -6.1567 -0.3739 0.0251
43 H -5.4866 -1.7231 0.9663
44 H -5.3329 -4.4046 -1.5447
45 H -3.9884 -4.0105 -0.4661
46 H -3.7635 -3.9666 -2.2296
47 H -6.4546 -1.8048 -3.3724
48 H -4.7778 -1.5017 -3.8341
49 H -5.7205 -0.2422 -3.0053
50 C 0.6254 2.8574 2.1326
51 Ge -0.9715 2.0582 2.9416
52 C -2.6271 2.9466 2.3920
53 C -0.7539 1.9642 4.8831
54 Ge -1.1425 -0.2521 2.1253
55 C -2.6741 -1.2396 2.8036
56 C -3.0565 -2.5101 2.3702
57 C -4.1452 -3.1550 2.9359
58 C -4.8818 -2.5366 3.9410
59 C -4.5269 -1.2661 4.3699
60 C -3.4350 -0.6237 3.7986
61 C 0.4630 -1.3763 2.1941
62 C 0.4572 -2.6948 1.7282
63 C 1.5543 -3.5238 1.9375
64 C 2.6653 -3.0374 2.6137
65 C 2.7007 -1.7134 3.0420
66 C 1.6157 -0.8798 2.8133
67 H 0.5593 3.9467 2.1719
68 H 0.7567 2.5462 1.0954
69 H 1.5165 2.5595 2.6876
70 H -2.4277 3.9926 2.1501
71 H -3.3509 2.9258 3.2061
72 H -3.0784 2.4605 1.5270
73 H -0.6287 2.9809 5.2627
74 H 0.1318 1.3878 5.1508
75 H -1.6177 1.5194 5.3734
76 H -2.5213 -3.0181 1.5774
77 H -4.4197 -4.1454 2.5941
78 H -5.7297 -3.0434 4.3835
79 H -5.0954 -0.7714 5.1469
80 H -3.1896 0.3719 4.1492
81 H -0.4321 -3.1224 1.2697
82 H 1.5277 -4.5535 1.6034
83 H 3.5084 -3.6895 2.8075
84 H 3.5711 -1.3355 3.5641
85 H 1.6589 0.1478 3.1580
86 C -0.6442 4.2727 -1.0390
87 S -0.6855 2.8664 -2.1253
88 C -2.4403 2.7423 -2.3893
89 O -0.3403 1.6819 -1.1958
90 H -1.3696 4.1456 -0.2343
91 H -0.8610 5.1603 -1.6355
92 H 0.3733 4.3310 -0.6572
93 H -2.7313 3.6393 -2.9395
94 H -2.9622 2.6702 -1.4362
95 H -2.6210 1.8583 -2.9978

Calculated values
Frontier orbital gap (spin up / spin down) ... 7.294 / 6.459 eV
2S+1 ... 2
Charge ... +2
LUMO energy (spin up / spin down) ... -5.325 / -7.069 eV
E_tot ... -9371.51886 Eh
HOMO energy (spin up / spin down) ... -12.6 / -13.5 eV

---

Entry 3:
A structure of composition C38H46F5N4O4S6SiTi in a non-equilibrium geometry. Source: OMol25; level of theory: ωB97M-V/def2-TZVPD.

Cartesian coordinates (Å):
1 Ti -1.2267 0.2290 1.3508
2 C -5.5098 0.0708 1.9090
3 C -4.0508 0.2356 2.2233
4 N -3.1791 -0.3115 1.4537
5 N -3.6364 -1.2009 0.4844
6 C -2.7159 -2.0389 0.1182
7 S -1.0929 -2.1240 0.7222
8 S -3.2632 -3.2733 -1.0541
9 C -4.7186 -3.9100 -0.1491
10 C -4.3966 -5.0580 0.7710
11 C -3.6810 -4.8380 1.9487
12 C -3.3323 -5.8978 2.7706
13 C -3.6971 -7.1983 2.4346
14 C -4.4157 -7.4259 1.2707
15 C -4.7601 -6.3595 0.4459
16 C -3.5838 0.8823 3.4634
17 C -4.4665 1.5688 4.3034
18 C -4.0668 2.0849 5.5172
19 C -2.7449 1.8984 5.9397
20 C -1.8531 1.2104 5.1529
21 C -2.2449 0.7118 3.8972
22 O -1.3791 0.0407 3.1776
23 H -5.8595 -0.9197 2.2097
24 H -5.6410 0.1477 0.8321
25 H -6.1181 0.8200 2.4095
26 H -5.4378 -4.2085 -0.9114
27 H -5.1084 -3.0500 0.3923
28 H -3.3742 -3.8295 2.2058
29 H -2.7637 -5.7087 3.6733
30 H -3.4177 -8.0274 3.0742
31 H -4.7056 -8.4346 0.9984
32 H -5.3180 -6.5414 -0.4672
33 H -5.4931 1.7058 3.9928
34 H -4.7722 2.6236 6.1373
35 H -2.4178 2.3010 6.8920
36 H -0.8279 1.0439 5.4574
37 C 1.6095 -1.9486 -1.7960
38 C 2.4387 -0.7424 -1.3871
39 C 2.3492 0.3304 -2.4689
40 C 3.8886 -1.1538 -1.1376
41 O 1.8495 -0.2384 -0.1850
42 Si 2.4275 0.8000 0.9531
43 S 0.8359 1.6257 1.9726
44 O 3.3852 1.8729 0.1310
45 C 4.1891 2.9687 0.5392
46 C 3.6562 3.6433 1.8004
47 C 5.6036 2.4474 0.7831
48 C 4.1707 3.9554 -0.6205
49 O 3.5405 0.0147 1.9192
50 C 3.3807 -0.7764 3.0919
51 C 2.1756 -1.7046 2.9638
52 C 3.2273 0.1371 4.3030
53 C 4.6621 -1.5914 3.2071
54 H 1.9897 -2.3514 -2.7395
55 H 0.5642 -1.6588 -1.9267
56 H 1.6521 -2.7280 -1.0296
57 H 2.7109 -0.0716 -3.4195
58 H 2.9417 1.2069 -2.1973
59 H 1.3066 0.6393 -2.5870
60 H 4.3016 -1.6094 -2.0419
61 H 3.9374 -1.8787 -0.3204
62 H 4.5017 -0.2907 -0.8634
63 H 3.7233 2.9703 2.6600
64 H 2.6059 3.9086 1.6764
65 H 4.2391 4.5446 2.0079
66 H 5.5725 1.6509 1.5292
67 H 6.2573 3.2508 1.1366
68 H 6.0162 2.0373 -0.1421
69 H 3.1422 4.2595 -0.8236
70 H 4.5719 3.4830 -1.5198
71 H 4.7684 4.8409 -0.3868
72 H 1.2475 -1.1312 2.9532
73 H 2.1452 -2.4054 3.8031
74 H 2.2351 -2.2713 2.0309
75 H 2.3585 0.7828 4.1649
76 H 4.1175 0.7640 4.4114
77 H 3.0969 -0.4537 5.2150
78 H 4.7824 -2.2206 2.3221
79 H 4.6390 -2.2285 4.0963
80 H 5.5235 -0.9219 3.2723
81 F -3.1909 1.9833 -0.1927
82 C -1.9341 2.0262 0.3809
83 F -2.1594 2.7299 1.5861
84 C -1.1160 3.0253 -0.5411
85 F -0.7192 4.1174 0.1510
86 F -0.0233 2.4807 -1.0644
87 F -1.8624 3.4802 -1.5638
88 S -1.4430 -1.0918 -7.9849
89 C -1.2685 -0.4533 -6.4299
90 S -1.8705 -1.2905 -5.0549
91 C -1.3598 -0.0052 -3.9516
92 N -0.7692 0.9553 -4.6084
93 N -0.7183 0.6960 -5.9862
94 C -0.0837 1.7340 -6.7377
95 C 0.1801 1.6272 -8.1002
96 C 0.7854 2.6840 -8.7730
97 C 1.1438 3.8475 -8.1126
98 C 0.9003 3.9392 -6.7475
99 C 0.2956 2.9008 -6.0608
100 S -1.6501 -0.1359 -2.2908
101 H -0.0864 0.7278 -8.6313
102 H 0.9776 2.5793 -9.8343
103 H 1.6073 4.6674 -8.6478
104 H 1.1872 4.8298 -6.2016
105 H 0.1093 2.9690 -5.0012

Calculated values
Frontier orbital gap (spin up / spin down) ... 6.222 / 6.230 eV
2S+1 ... 2
Charge ... -2
LUMO energy (spin up / spin down) ... 3.917 / 3.917 eV
E_tot ... -6023.40335 Eh
HOMO energy (spin up / spin down) ... -2.3 / -2.3 eV
Energy relative to the best compared isomer or geometry (same formula, charge and spin) ... 18.5 kcal per mole

---

Entry 4:
A structure of composition C38H46N11O2PPt in a non-equilibrium geometry. Source: OMol25; level of theory: ωB97M-V/def2-TZVPD.

Cartesian coordinates (Å):
1 Pt 0.6551 -0.6602 0.9813
2 C 5.6766 -1.3736 3.0361
3 N 4.3387 -0.7915 2.8912
4 C 3.9624 0.4306 3.3636
5 C 2.6511 0.5922 3.0307
6 N 2.2325 -0.5195 2.3584
7 C 3.2775 -1.3492 2.2787
8 P 3.1446 -3.0995 1.8334
9 C 1.4857 -3.3284 2.5589
10 N 0.4423 -2.4986 2.4263
11 C -0.5619 -3.0208 3.1873
12 C -0.1245 -4.1742 3.7796
13 N 1.1634 -4.3527 3.3787
14 C 2.0238 -5.4679 3.7798
15 C 2.5356 -2.9031 0.1362
16 N 1.4017 -2.2490 -0.1658
17 C 1.0172 -2.7013 -1.4095
18 C 1.9509 -3.5828 -1.8583
19 N 2.8920 -3.7035 -0.8791
20 C 4.0735 -4.5696 -0.9561
21 H 6.2763 -0.7029 3.6443
22 H 6.1448 -1.4822 2.0603
23 H 5.6138 -2.3409 3.5303
24 H 4.6408 1.0697 3.9020
25 H 1.9857 1.3904 3.2955
26 H -1.5257 -2.5587 3.2548
27 H -0.6167 -4.8685 4.4384
28 H 1.4810 -6.0782 4.4954
29 H 2.9303 -5.0948 4.2514
30 H 2.2774 -6.0784 2.9157
31 H 0.1005 -2.4252 -1.8844
32 H 2.0003 -4.1464 -2.7743
33 H 3.9126 -5.2973 -1.7462
34 H 4.2155 -5.0931 -0.0139
35 H 4.9554 -3.9758 -1.1868
36 N -3.8197 0.1764 -4.7657
37 C -3.9908 0.4710 -6.0979
38 C -5.1322 0.6258 -6.8895
39 C -4.9055 0.9940 -8.1934
40 C -3.6088 1.2595 -8.7014
41 C -2.4962 1.1223 -7.9207
42 C -2.6925 0.7413 -6.5818
43 N -1.7801 0.6170 -5.5782
44 C -2.4721 0.2683 -4.5123
45 C -1.8317 0.0449 -3.2456
46 C -2.5035 -0.0899 -2.0211
47 C -1.7825 -0.2608 -0.8608
48 N -0.4337 -0.3136 -0.8352
49 C 0.2173 -0.1972 -2.0172
50 C -0.4304 -0.0192 -3.2063
51 H -4.5450 -0.1229 -4.1358
52 H -6.1363 0.5078 -6.5082
53 H -5.7518 1.0786 -8.8623
54 H -3.5103 1.5574 -9.7355
55 H -1.4967 1.2547 -8.3098
56 H -3.5819 -0.0693 -1.9546
57 H -2.2845 -0.3820 0.0799
58 H 1.2912 -0.2417 -1.9953
59 H 0.1339 0.0727 -4.1239
60 O -0.5823 0.6320 2.0407
61 C -1.7533 0.1944 2.3847
62 O -2.2740 -0.8597 2.0551
63 C -2.5281 1.1633 3.2996
64 N -3.5704 0.3545 4.0368
65 C -4.9174 1.0142 3.8292
66 C -4.7612 1.6271 2.4506
67 C -3.3463 2.2060 2.5082
68 H -1.8415 1.6254 4.0055
69 H -3.3504 0.2248 5.0248
70 H -3.5677 -0.5639 3.5649
71 H -5.0419 1.7727 4.6009
72 H -5.7019 0.2673 3.9227
73 H -5.5169 2.3849 2.2588
74 H -4.8428 0.8529 1.6855
75 H -3.3561 3.1488 3.0560
76 H -2.9188 2.3928 1.5226
77 C 0.9549 5.2053 0.4698
78 N 0.1954 4.0382 1.0215
79 C 0.7857 3.6212 2.3208
80 C 0.0169 2.8702 0.0565
81 C 1.2929 2.1700 -0.3275
82 C 2.0743 2.8592 -1.2671
83 C 3.2758 2.3852 -1.7519
84 C 3.7192 1.1561 -1.3031
85 C 2.9377 0.4249 -0.4236
86 C 1.7182 0.8880 0.0773
87 H 0.8951 6.0175 1.1908
88 H 0.5074 5.5149 -0.4714
89 H 1.9911 4.9145 0.3282
90 H -0.7507 4.3744 1.2057
91 H 1.8297 3.3753 2.1424
92 H 0.2440 2.7530 2.6872
93 H 0.7140 4.4506 3.0208
94 H -0.4584 3.3040 -0.8237
95 H -0.6723 2.1871 0.5411
96 H 1.7026 3.8008 -1.6501
97 H 3.8472 2.9608 -2.4668
98 H 4.6586 0.7479 -1.6520
99 H 3.3057 -0.5472 -0.1328

Calculated values
Frontier orbital gap ... 4.729 eV
Charge ... +4
LUMO energy ... -10.935 eV
E_tot ... -2687.83900 Eh
HOMO energy ... -15.7 eV
Energy relative to the best compared isomer or geometry (same formula, charge and spin) ... 42.9 kcal per mole